# C72H185N7O24

A cluster of 17 separate species, C72H185N7O24 in total at a distorted geometry (ωB97M-V/def2-TZVPD, OMol25).

* largest force on an atom: 2.91 eV Å⁻¹
* total energy: -137216.64672 eV

Structure (ORCA input):
```
! RIJCOSX wB97M-V def2-TZVPD def2/J DEFGRID3
* xyz 0 1
H 11.34 5.73 12.31
H 0.17 -12.16 18.01
O -4.34 4.94 10.23
H 2.65 13.04 3.64
H 12.64 -2.73 17.50
C 8.16 12.15 -8.18
H 19.09 -8.49 20.22
H 10.67 4.09 -8.76
H 12.09 3.64 13.61
H 4.38 2.66 6.85
H 13.70 -5.86 6.71
C 7.49 0.18 7.96
H 5.25 4.03 0.91
H 1.11 -5.56 -3.60
H 0.26 -9.56 17.16
C 1.79 5.19 -10.83
H 13.02 9.98 -1.02
H 3.84 12.02 -7.04
H 2.53 -9.15 15.06
C 1.30 18.29 6.15
C 14.14 -5.58 16.55
C 2.92 12.11 8.98
C 4.48 8.39 15.33
H 17.84 -6.79 17.96
H 5.93 7.92 14.09
O 17.58 -8.66 18.76
H 4.78 10.56 -7.48
H 12.09 -9.74 12.62
H 16.72 7.96 -5.41
H 3.14 9.50 16.65
O 11.88 12.94 -10.47
H 2.00 18.02 6.95
H 7.59 12.22 -6.18
H 13.40 4.49 12.91
H 12.73 13.58 -12.27
C 10.64 2.06 3.69
H 2.74 7.35 14.39
H 3.16 6.41 -9.66
H 3.65 -2.94 3.28
H 16.28 -6.35 6.98
H 2.00 -3.95 -2.37
H 6.29 2.33 5.27
H 3.64 4.56 0.50
C 3.70 9.64 15.72
H 13.40 -4.20 6.43
C 0.20 -11.08 21.97
H 1.24 -9.97 19.59
H 1.95 -2.09 -4.06
C 10.30 -9.96 12.05
C 5.31 3.87 3.27
C 9.70 10.07 5.91
H 4.81 -2.15 4.27
H -5.78 5.99 8.35
H -2.02 5.06 7.87
H 3.06 10.03 14.93
C 18.06 -8.20 20.00
C 12.78 4.46 13.81
N 15.61 -7.61 16.45
H 16.03 7.30 -3.09
H -2.09 15.72 7.81
C 15.10 7.73 -3.45
H -5.22 5.33 10.27
O 14.10 -4.22 16.99
H 13.48 12.37 -1.73
H 8.75 -8.62 11.06
H 14.89 -5.27 8.87
H 3.19 10.73 7.38
H 12.30 12.95 -2.97
H 16.17 9.58 -5.98
H 1.58 19.30 5.86
H 11.80 12.69 -1.24
H 18.98 -7.99 17.40
H -2.40 17.30 7.32
C 2.39 10.98 8.07
H 2.47 7.30 -11.08
C 13.97 7.84 -2.38
H 3.57 -8.41 16.21
H 17.75 -7.17 20.20
O 4.16 4.24 2.56
H 11.77 12.06 -12.40
H 1.82 5.90 -12.65
H 17.17 9.49 -4.71
H 1.04 -9.81 24.21
H 4.08 3.11 4.70
H -4.43 5.78 7.14
H 9.80 -11.98 12.94
H 12.19 5.61 16.25
H 10.69 8.02 7.50
C -3.67 5.60 9.18
C 12.05 10.07 -1.51
H -1.42 17.04 8.80
H 17.51 -8.76 20.75
H 15.74 -3.63 6.44
H -3.30 6.59 9.46
C 0.66 -11.72 20.65
H 0.06 6.18 -9.98
H 9.91 4.30 -5.89
H 4.11 6.30 14.74
H 14.88 -3.56 8.73
H -2.90 3.78 8.55
H 3.78 6.14 -11.26
H 10.65 5.01 15.58
H -0.05 -12.53 20.46
H 9.38 5.10 -9.32
H 2.29 -3.67 -4.82
H 8.60 2.16 -8.31
H 8.00 11.52 -9.05
N 11.00 5.34 6.70
H 2.64 16.36 2.53
N 9.55 11.79 -7.79
C 2.86 6.35 -10.71
H 2.27 12.36 9.82
H 3.09 6.73 15.98
H 11.62 7.98 -1.31
H 6.02 4.70 3.17
C 15.39 -4.45 8.35
C 17.93 -7.84 17.65
H 13.01 9.00 -3.61
C 2.94 17.54 4.42
H 1.02 12.01 6.71
O 1.35 5.22 -12.17
C 3.55 7.16 15.09
H -1.73 4.67 9.60
C 15.57 -6.13 16.57
H 13.72 -5.55 15.54
C 12.03 5.72 14.07
C 17.02 -8.15 16.43
H 2.34 4.24 -10.79
H 5.70 2.88 3.03
C 14.11 -4.99 6.19
H 17.00 -9.22 16.25
H 10.33 -9.44 13.01
O 16.38 -5.56 6.45
C 9.84 4.71 -8.41
H 1.90 -11.92 18.19
H 7.17 2.75 8.09
H 0.27 11.63 8.19
H 1.29 16.55 5.07
C 5.40 3.04 6.89
H 10.75 8.73 -2.63
H 10.23 5.56 -7.84
O 12.12 11.06 -2.52
H 15.28 -8.00 17.31
H 13.50 -6.21 17.16
H 9.68 11.97 -6.80
O 2.26 9.90 8.93
H 10.92 6.41 4.90
H 1.62 -12.22 20.70
O 2.75 15.04 4.09
O 10.69 2.92 4.80
H 5.80 2.04 8.79
H 3.63 13.91 2.53
H 8.11 13.20 -8.48
C 1.54 -3.08 -4.30
H 6.80 -0.34 8.62
H 8.50 -11.18 12.16
C 2.71 14.00 3.12
C 7.19 11.79 -7.10
H 17.51 -7.67 15.58
H 13.44 4.14 14.62
O 15.24 8.86 -4.20
C 10.61 12.55 -8.56
H 5.18 8.17 16.14
C -1.62 16.70 7.78
H 16.19 -5.63 15.83
H 0.49 -1.90 -2.24
H 11.05 11.06 -10.15
C 11.87 13.02 -11.90
H -0.28 18.90 7.40
H 7.09 2.78 -7.57
H 9.73 -9.68 10.02
H 8.73 9.79 5.52
H 4.40 10.43 15.97
C 6.27 2.20 7.81
C 4.94 3.78 4.70
H 0.79 -2.86 -5.06
H 4.64 -5.38 4.44
N 5.98 3.25 5.57
C 11.43 5.76 15.48
O 11.70 -10.20 11.88
C 4.20 3.92 1.18
H 4.20 16.21 3.22
H 0.02 4.35 -9.86
C 11.70 8.73 -2.09
H 12.70 6.57 13.93
H 12.89 4.84 6.39
H 12.26 7.00 5.84
H 11.66 4.50 4.11
C -4.83 5.51 8.12
H 14.28 8.37 -1.48
O 0.79 -9.80 22.13
H 9.74 -11.70 11.09
C 15.46 -4.60 6.84
C 4.80 11.51 -6.96
H 0.40 -11.76 22.80
H 1.09 5.35 -8.85
H -0.89 -11.02 21.90
C 0.94 -11.41 18.20
H 3.00 -1.90 4.45
H 11.34 10.29 -0.71
H 16.40 -4.40 8.77
H 7.96 -0.54 7.29
H 2.66 -4.15 5.17
H 7.67 3.23 -9.19
H 4.52 -5.53 6.17
H 12.26 -4.38 17.88
H 4.81 11.09 -5.95
H 13.65 6.83 -2.12
H 10.40 13.61 -8.54
O 0.46 -4.91 -3.31
C 7.97 3.03 -8.16
C 3.65 -3.73 5.36
H 12.01 3.49 7.02
N 1.56 17.51 4.92
H 8.10 4.93 -7.10
H 5.31 4.03 7.35
H -0.88 -2.71 -2.85
H 10.12 4.94 6.42
O -0.50 16.82 6.93
C 1.12 -3.74 -2.97
O 2.34 -9.86 16.97
C 9.72 -9.11 10.94
H 11.54 1.44 3.66
H 3.52 17.39 5.33
C 12.80 -3.76 17.16
C 2.56 -8.78 16.09
C -0.18 18.19 6.58
H 4.51 -2.68 6.65
C 0.50 -9.24 23.46
H 12.65 3.19 4.51
O 9.32 3.63 -6.25
H 8.29 0.68 8.50
H 14.74 6.96 -4.14
H 5.69 -4.33 5.39
C 12.44 12.38 -2.06
C 0.63 5.26 -9.83
C 3.15 16.29 3.49
N 12.70 8.24 -3.02
H 1.86 -7.97 16.31
O 5.19 8.52 14.12
H 10.03 11.02 5.48
N 0.67 -10.79 19.48
H 4.60 4.72 5.14
C 10.40 7.79 6.48
H 3.87 11.90 9.47
H 10.52 -8.39 10.75
H 11.57 12.42 -8.06
H 0.54 10.40 6.95
H -0.76 18.53 5.72
H 0.83 -10.91 16.14
H 11.04 13.65 -12.23
O 5.88 12.31 -7.40
H 10.88 6.68 15.67
H 9.35 7.50 6.38
C 3.82 -2.60 4.30
C 11.25 6.59 5.92
H 12.23 -3.78 16.24
H 14.10 -5.22 5.13
H -5.13 4.48 7.90
O 10.96 5.91 13.18
H 7.23 10.71 -6.98
H 9.79 1.39 3.81
C 0.05 -2.89 -2.29
C -2.48 4.75 8.81
H 0.88 -8.21 23.47
C 8.77 4.14 -7.45
C 11.79 3.74 4.88
C 4.71 -4.81 5.37
C 0.99 -10.37 17.07
C 10.79 12.12 -10.05
H 3.02 12.98 8.33
H 9.89 12.21 -10.67
C 16.33 8.93 -5.12
H 3.26 18.50 4.01
H 3.88 2.88 1.14
O 6.60 0.99 7.25
C 11.94 4.32 6.31
H 10.48 2.69 2.82
H 1.86 13.90 2.44
H 2.99 9.84 9.55
H 9.66 10.22 6.99
H -0.58 -9.24 23.62
H -0.15 -3.32 -1.31
O 3.64 -3.09 6.60
H 15.84 -5.81 17.57
C 1.00 11.24 7.48
C 9.58 -11.32 12.10
O 10.67 9.01 5.83
*
```

Results of the Mulliken charge analysis, in e, for atoms 1 through 8: atom 1 (H): 0.31, atom 2 (H): 0.37, atom 3 (O): -0.53, atom 4 (H): 0.24, atom 5 (H): 0.28, atom 6 (C): -0.46, atom 7 (H): 0.28, atom 8 (H): 0.32

# C72H66F6O12

A cluster of 12 separate species, C72H66F6O12 in total at a distorted geometry (ωB97M-V/def2-TZVPD, OMol25).

* largest force on an atom: 1.78 eV Å⁻¹
* total energy: -116608.36579 eV
* SMILES: Oc1ccc(O)cc1.Oc1ccc(O)cc1.Oc1ccc(O)cc1.Oc1ccc(O)cc1.Oc1ccc(O)cc1.Oc1ccc(O)cc1.Fc1ccccc1.Fc1ccccc1.Fc1ccccc1.Fc1ccccc1.Fc1ccccc1.Fc1ccccc1

Structure (ORCA input):
```
! RIJCOSX wB97M-V def2-TZVPD def2/J DEFGRID3
* xyz 0 1
H 13.75 -22.00 -7.84
F 11.80 -14.98 -8.11
H 11.85 -20.74 -10.46
H 15.15 -20.08 -12.84
O 19.59 -25.52 -16.13
H 23.48 -20.45 -10.73
C 15.30 -20.93 -13.50
H 21.26 -18.89 -18.47
H 14.15 -14.75 -9.43
H 16.07 -19.66 -15.04
H 10.65 -17.49 -11.64
H 24.43 -17.46 -13.55
C 23.76 -18.93 -12.15
H 17.99 -20.03 -6.26
O 15.96 -11.58 -8.13
C 21.57 -25.15 -13.10
C 20.69 -22.99 -13.71
H 20.98 -18.49 -4.82
C 16.92 -14.72 -9.75
C 17.98 -19.01 -5.92
H 18.46 -23.82 -7.15
C 17.51 -23.99 -10.84
H 17.24 -23.99 -11.89
H 22.49 -17.47 -12.14
C 13.39 -15.41 -9.81
C 18.38 -18.00 -6.78
C 11.24 -19.74 -8.61
H 18.58 -19.87 -15.24
C 15.89 -21.99 -5.24
H 18.84 -21.01 -9.10
C 12.13 -15.57 -9.28
O 16.48 -21.55 -16.89
C 19.98 -23.58 -14.75
H 16.93 -21.69 -5.12
H 25.69 -19.11 -14.92
O 21.00 -20.87 -10.74
C 17.42 -18.75 -11.11
H 13.20 -23.43 -3.84
C 25.24 -19.41 -13.97
C 13.28 -22.69 -5.85
C 17.58 -19.65 -10.06
H 20.41 -16.53 -18.47
C 11.64 -18.89 -7.60
C 20.05 -17.25 -17.75
H 16.95 -16.18 -11.63
F 16.77 -19.52 -3.94
O 22.85 -18.11 -11.53
H 15.56 -18.57 -10.79
C 19.60 -19.40 -11.96
C 22.02 -20.32 -4.20
H 21.89 -22.28 -11.66
C 21.54 -21.14 -6.78
H 16.65 -12.66 -12.45
F 18.45 -15.75 -16.93
C 22.30 -21.94 -5.96
C 14.12 -22.19 -6.84
C 16.57 -13.04 -11.44
C 13.88 -18.95 -8.47
C 11.18 -16.39 -9.86
O 10.77 -18.52 -6.59
C 13.79 -22.89 -4.57
C 17.39 -17.29 -4.34
H 17.14 -16.99 -3.32
C 18.07 -16.35 -5.09
O 14.20 -22.38 -11.92
H 10.20 -20.01 -8.69
H 15.51 -22.71 -3.28
C 16.83 -24.08 -8.55
H 18.74 -18.29 -7.76
H 19.09 -24.88 -16.64
C 15.07 -23.23 -14.01
C 25.40 -20.72 -13.53
C 24.83 -21.08 -12.32
C 16.35 -12.48 -9.12
H 12.29 -23.05 -6.08
C 18.97 -19.21 -16.01
C 15.84 -20.67 -14.74
C 16.52 -24.17 -9.88
H 22.75 -22.85 -6.36
H 12.84 -17.27 -12.63
C 17.44 -18.61 -4.71
H 16.74 -14.07 -7.73
C 12.96 -18.45 -7.57
H 26.34 -21.26 -15.10
C 16.32 -12.08 -10.45
H 16.26 -20.69 -17.25
H 19.06 -15.96 -6.97
H 15.86 -23.87 -15.91
H 14.74 -24.25 -13.79
C 13.64 -16.05 -11.03
C 18.44 -17.92 -16.04
O 22.01 -23.25 -11.74
C 19.77 -20.31 -10.92
C 19.15 -23.67 -9.14
C 21.05 -19.93 -6.34
H 18.35 -17.94 -12.88
H 22.26 -25.69 -12.47
H 16.10 -24.12 -7.75
H 14.60 -15.96 -11.51
C 18.16 -23.85 -8.19
H 16.89 -19.86 -9.26
C 15.96 -21.74 -15.63
H 17.64 -17.50 -15.44
O 26.08 -21.66 -14.26
H 13.31 -17.68 -6.89
C 20.54 -18.55 -17.74
H 21.01 -26.80 -14.31
H 17.08 -15.75 -9.43
H 16.21 -10.68 -8.36
H 20.42 -20.51 -16.84
C 24.49 -18.50 -13.25
H 20.57 -19.27 -7.06
C 15.11 -22.57 -4.28
H 23.08 -22.19 -4.00
C 11.41 -16.96 -11.09
C 20.04 -19.49 -16.85
C 18.93 -17.02 -16.97
H 14.23 -21.05 -10.88
C 16.69 -13.76 -8.76
F 16.23 -21.37 -7.48
C 12.13 -20.16 -9.59
H 20.11 -23.37 -8.75
C 21.37 -19.46 -5.08
C 18.44 -18.62 -12.04
H 18.23 -15.34 -4.71
C 14.83 -22.19 -13.13
H 19.47 -23.63 -11.33
F 21.37 -21.48 -8.10
H 19.28 -23.02 -15.35
O 16.96 -15.31 -12.06
C 16.85 -14.34 -11.09
F 15.24 -24.28 -10.25
O 14.40 -20.20 -10.40
C 23.98 -20.21 -11.65
C 15.41 -21.80 -6.52
C 20.20 -24.92 -15.05
C 18.78 -20.34 -9.95
C 20.94 -25.72 -14.20
C 21.47 -23.78 -12.87
O 16.24 -18.04 -11.24
H 14.16 -23.32 -11.72
C 13.47 -19.81 -9.48
H 24.92 -22.10 -11.95
H 14.94 -18.77 -8.31
H 20.52 -21.96 -13.42
C 22.49 -21.54 -4.64
C 18.54 -16.68 -6.35
H 10.20 -16.43 -9.39
C 15.70 -23.04 -15.24
H 20.40 -19.15 -12.64
H 22.15 -20.02 -3.16
H 10.80 -17.57 -6.45
C 18.83 -23.78 -10.48
H 16.10 -11.07 -10.78
C 12.67 -16.79 -11.68
H 21.08 -21.14 -9.80
*
```

Results of the Mulliken charge analysis, in e, for atoms 1 through 8: atom 1 (H): 0.33, atom 2 (F): -0.44, atom 3 (H): 0.51, atom 4 (H): 0.44, atom 5 (O): -0.58, atom 6 (H): 0.49, atom 7 (C): -0.23, atom 8 (H): 0.37